1.
{
  "formula": "C4H12InO4",
  "method": "ωB97M-V/def2-TZVPD",
  "orbital_gap_ev": [3.58, 3.13],
  "total_charge": 4,
  "e_lumo_ha": [-0.8401, -0.8401],
  "s2": 0.755,
  "spin_multiplicity": 2,
  "de_lowest_kj_mol": 0.0,
  "elements": ["In", "C", "C", "O", "O", "H", "H", "H", "H", "H", "H", "C", "C", "O", "O", "H", "H", "H", "H", "H", "H"],
  "coordinates": [[-0.48266, 0.44733, 0.24722], [0.17660, -0.33885, 3.93754], [1.46475, -0.85247, 3.38975], [1.70342, -0.12579, 2.18890], [-0.87560, -0.70704, 3.05219], [0.26741, 0.73366, 4.10949], [0.09456, -0.84243, 4.90074], [1.38852, -1.92724, 3.22499], [2.25569, -0.72385, 4.12865], [2.51876, -0.48815, 1.83462], [-1.66362, -0.94871, 3.54435], [-0.94003, -0.13419, -3.78899], [-0.44891, 1.37885, -3.56488], [-0.94975, 1.78217, -2.36305], [-0.19075, -0.90810, -2.78652], [-0.75422, -0.51903, -4.79173], [-1.99375, -0.05443, -3.52175], [-0.78253, 1.92854, -4.44503], [0.63332, 1.45532, -3.66991], [-1.40621, 2.62009, -2.46856], [-0.01499, -1.77568, -3.15802]],
  "lowdin_spin": [-0.0055, -0.0006, 0.0011, 0.0010, -0.0024, -0.0001, -0.0007, 0.0005, 0.0000, 0.0000, -0.0001, 0.1932, 0.1680, 0.1121, 0.4341, -0.0002, 0.0605, 0.0065, 0.0235, 0.0032, 0.0058]
}

2.
{
  "formula": "C7H10",
  "method": "ωB97M-V/def2-TZVPD",
  "orbital_gap_ev": 9.41,
  "e_lumo_ha": 0.0433,
  "de_lowest_kj_mol": 371.0,
  "elements": ["C", "C", "C", "C", "C", "C", "C", "H", "H", "H", "H", "H", "H", "H", "H", "H", "H"],
  "coordinates": [[1.45481, -0.72312, -0.22987], [0.90910, 0.66987, 0.13959], [-0.02301, 1.02941, -1.03471], [-1.05360, -0.04692, -0.74143], [-1.53359, 0.30878, 0.67445], [-0.12252, -0.05038, 1.11328], [0.06461, -1.17791, 0.11624], [1.86657, -0.89138, -1.23403], [2.15928, -1.08625, 0.52569], [1.58043, 1.43568, 0.52054], [0.44953, 0.97187, -2.01846], [-0.43352, 2.04510, -0.92782], [-1.08033, -1.03454, -1.16205], [-1.84020, 1.35099, 0.84582], [-2.31050, -0.35700, 1.05394], [0.18287, -0.19327, 2.14879], [-0.22302, -2.23376, 0.27872]],
  "lowdin_charge": [-0.1216, -0.2316, -0.1387, -0.1427, -0.1161, -0.2381, -0.1790, 0.1120, 0.1139, 0.1266, 0.1098, 0.1142, 0.1036, 0.1103, 0.1084, 0.1289, 0.1400]
}

3.
{
  "formula": "C3H11N3O2",
  "method": "ωB97M-V/def2-TZVPD",
  "orbital_gap_ev": 8.97,
  "e_lumo_ha": 0.0137,
  "de_lowest_kj_mol": 373.8,
  "elements": ["C", "C", "O", "O", "H", "H", "H", "H", "H", "H", "C", "N", "N", "N", "H", "H", "H", "H", "H"],
  "coordinates": [[1.67867, -1.36747, -1.17824], [-1.32115, -1.19362, -0.45117], [1.99275, -0.05552, -0.68085], [-0.94948, -0.69378, -1.54597], [0.33644, -0.97502, -1.62525], [2.94268, 0.10428, -0.72978], [2.25058, -1.58678, -2.08582], [1.92956, -2.13164, -0.43263], [-2.20282, -0.77772, 0.03607], [-0.83338, -2.10098, -0.10081], [-0.86008, 1.37133, 1.08921], [-0.46197, 2.02522, -0.04736], [-0.22238, 0.12821, 1.24930], [-1.71729, 1.88455, 1.88026], [-1.06916, 2.78085, -0.32169], [-0.06072, 1.45179, -0.77832], [-0.26390, -0.25648, 2.18196], [0.69632, 0.05730, 0.81990], [-1.86465, 1.33549, 2.72120]],
  "lowdin_charge": [-0.2072, -0.0590, -0.2104, -0.0787, 0.1129, 0.0754, 0.0423, 0.0457, 0.0987, 0.0952, -0.6289, 0.1386, 0.1080, 0.0928, 0.1003, 0.0710, 0.1105, 0.0668, 0.0260]
}

4.
{
  "formula": "C20H40NP3PbSSe",
  "method": "ωB97M-V/def2-TZVPD",
  "orbital_gap_ev": [5.30, 5.17],
  "total_charge": 4,
  "e_lumo_ha": [-0.5600, -0.5500],
  "de_lowest_kj_mol": 136.4,
  "elements": ["Pb", "P", "P", "P", "H", "C", "C", "H", "C", "C", "C", "C", "C", "C", "C", "C", "C", "H", "H", "H", "H", "H", "H", "H", "H", "H", "H", "H", "H", "H", "H", "H", "H", "H", "H", "H", "H", "H", "H", "H", "H", "H", "H", "H", "H", "H", "C", "C", "C", "C", "C", "C", "Se", "H", "H", "H", "H", "H", "H", "S", "C", "C", "N", "C", "H", "H", "H"],
  "coordinates": [[-0.52850, -0.34162, -1.14687], [-1.93481, 1.22571, 1.93741], [-1.64459, 1.98647, -2.54064], [1.84041, 1.08078, -0.23598], [1.05750, -3.57714, 2.40867], [1.66728, -2.75094, 2.78865], [1.17209, -1.85551, 3.65717], [0.16758, -1.96834, 4.08309], [-3.33224, 0.35122, 2.62426], [-2.39587, 2.90650, 1.53624], [-0.53417, 1.20072, 3.04809], [-1.27272, 1.92829, -4.32978], [-3.47366, 2.04509, -2.53822], [-1.19296, 3.70710, -2.10753], [2.76272, 0.25130, 1.10770], [1.83029, 2.83139, 0.29505], [3.05624, 1.08520, -1.59851], [2.72662, -2.75118, 2.50619], [1.79094, -1.04656, 4.06140], [-3.00575, -0.39593, 3.35760], [-3.88071, -0.16957, 1.83101], [-3.99874, 1.07979, 3.10597], [-2.90986, 2.94330, 0.56526], [-1.50879, 3.55442, 1.49765], [-3.07853, 3.27864, 2.31383], [-0.12333, 0.18817, 3.15988], [-0.85963, 1.55976, 4.03566], [0.26433, 1.85945, 2.67912], [-2.18633, 2.13893, -4.90139], [-0.89869, 0.92764, -4.58732], [-0.50244, 2.67114, -4.57545], [-3.82960, 2.42492, -3.50559], [-3.84000, 2.68823, -1.72656], [-3.86411, 1.02797, -2.38767], [-1.59180, 4.39888, -2.86336], [-0.09809, 3.79818, -2.07948], [-1.59674, 3.97294, -1.12053], [3.79509, 0.07052, 0.78105], [2.30581, -0.71038, 1.37750], [2.77065, 0.89478, 1.99790], [2.64962, 3.36306, -0.20849], [1.96712, 2.89722, 1.38263], [0.87628, 3.30385, 0.01995], [3.89168, 0.41791, -1.35289], [3.42695, 2.10754, -1.75198], [2.57964, 0.72086, -2.51975], [1.95296, -2.42045, -2.27219], [1.60984, -3.18419, -1.13968], [2.61066, -3.70453, -0.32404], [3.96051, -3.51426, -0.64664], [4.30416, -2.81919, -1.81416], [3.31015, -2.29656, -2.63642], [0.64268, -1.47904, -3.27987], [-1.55954, 0.57494, 0.71173], [0.55737, -3.33135, -0.88277], [2.33398, -4.26186, 0.57103], [4.74008, -3.91992, 0.00100], [5.35172, -2.68776, -2.08542], [3.56181, -1.75516, -3.54872], [-2.63084, -3.26589, 2.44900], [-3.72987, -3.36657, 1.09345], [-3.18147, -2.74857, -0.00294], [-1.92653, -2.18308, 0.22141], [-1.52877, -2.37230, 1.48518], [-4.69345, -3.85382, 1.13247], [-3.64123, -2.67538, -0.98739], [-0.56041, -2.05577, 1.87401]],
  "lowdin_charge": [0.8999, 0.8839, 0.7530, 0.7746, 0.0616, -0.0755, -0.0777, 0.0686, -0.1761, -0.1764, -0.1695, -0.2173, -0.2277, -0.2308, -0.2259, -0.2170, -0.2237, 0.0705, 0.0793, 0.0618, 0.0701, 0.0924, 0.0481, 0.0727, 0.0955, 0.0243, 0.1053, 0.0512, 0.0782, 0.0232, 0.0772, 0.0782, 0.0552, 0.0553, 0.0954, 0.0483, 0.0360, 0.0713, 0.0040, 0.0631, 0.0777, 0.0571, 0.0242, 0.0603, 0.0735, 0.0172, -0.6048, -0.1060, -0.0194, 0.0478, 0.0077, -0.0708, 0.8270, -0.1140, 0.0974, 0.1180, 0.1512, 0.1458, 0.1325, 1.1153, -0.2880, -0.2023, -0.1664, -0.5202, 0.1028, 0.1286, 0.0274]
}

5.
{
  "formula": "C4H6Cl2FN",
  "method": "ωB97M-V/def2-TZVPD",
  "orbital_gap_ev": 10.50,
  "e_lumo_ha": 0.0241,
  "de_lowest_kj_mol": 47.9,
  "elements": ["C", "C", "F", "C", "Cl", "Cl", "C", "N", "H", "H", "H", "H", "H", "H"],
  "coordinates": [[-0.58918, -1.03834, 1.81706], [-0.04942, -0.96543, 0.58759], [-0.49798, -1.86110, -0.33568], [0.91632, -0.01680, 0.01039], [1.21920, 1.28478, 1.18659], [2.44319, -0.93703, -0.35836], [0.38170, 0.67420, -1.25876], [-0.95600, 1.21352, -1.17373], [-1.36474, -1.77639, 2.01791], [-0.17448, -0.45734, 2.60690], [1.08499, 1.50146, -1.54968], [0.46675, -0.05399, -2.04719], [-1.66659, 0.48074, -0.98268], [-1.21376, 1.95172, -0.52037]],
  "lowdin_charge": [0.0877, -0.4729, 0.0323, -1.0962, 0.6747, 0.6324, -0.3625, 0.0046, 0.0824, 0.0360, 0.1238, 0.0979, 0.0867, 0.0732]
}

6.
{
  "formula": "C14H33ClIN3OP3Rh",
  "method": "ωB97M-V/def2-TZVPD",
  "orbital_gap_ev": [6.73, 5.13],
  "total_charge": 2,
  "e_lumo_ha": [-0.2013, -0.3422],
  "s2": 6.033,
  "spin_multiplicity": 5,
  "de_lowest_kj_mol": 8.3,
  "elements": ["C", "C", "H", "H", "H", "O", "I", "Rh", "P", "C", "C", "H", "H", "H", "H", "H", "H", "C", "H", "H", "H", "P", "C", "C", "H", "H", "H", "C", "H", "H", "H", "H", "H", "H", "Cl", "C", "N", "C", "N", "C", "N", "C", "P", "C", "C", "H", "H", "H", "H", "H", "H", "H", "H", "H", "H", "H", "H"],
  "coordinates": [[0.82388, -1.47549, -2.60321], [2.23169, -1.08855, -3.03573], [0.84872, -2.44326, -2.08508], [0.20215, -1.59724, -3.50160], [0.36590, -0.69897, -1.95883], [2.84995, -1.77833, -3.92340], [3.73634, -0.67496, -1.54089], [-1.25292, 0.88413, -0.03787], [-2.90630, 1.68376, 1.11884], [-3.43560, 0.92914, 2.70433], [-2.54024, 3.40183, 1.62726], [-3.01582, 3.61432, 2.59292], [-5.23328, 2.34870, 0.89535], [-2.92947, 4.07945, 0.86006], [-4.35409, 2.43766, -0.67181], [-3.23313, 1.64250, 3.51003], [-1.45730, 3.53543, 1.71235], [-4.50184, 1.85226, 0.24180], [-4.51292, 0.73340, 2.66174], [-4.87024, 0.85381, -0.02033], [-2.92160, -0.01209, 2.91968], [2.14939, 0.91865, -3.55987], [3.61161, 1.06093, -4.60397], [0.68870, 0.87516, -4.60225], [0.90363, 2.33576, -2.04994], [2.26832, 3.18842, -2.85004], [2.60020, 2.07037, -1.47212], [1.96374, 2.25319, -2.35101], [-0.21644, 0.89694, -3.99052], [0.69472, 1.75838, -5.24341], [3.39847, 1.82220, -5.36400], [3.81898, 0.08956, -5.07710], [0.69395, -0.01700, -5.23528], [4.48109, 1.36026, -4.01158], [-1.82346, 2.06591, -1.92165], [-0.20748, -2.38049, 3.71363], [-0.40566, -2.98788, 2.36607], [0.89678, -3.31868, 1.75877], [1.76436, -2.12464, 1.70438], [2.00403, -1.63086, 3.06538], [0.72828, -1.24298, 3.71980], [0.14700, -0.05660, 3.08670], [-0.41062, -0.41355, 1.31977], [-1.18463, -2.11999, 1.48443], [1.26545, -1.10144, 0.80031], [0.21492, -3.15845, 4.36835], [-1.17967, -2.02266, 4.08818], [0.72733, -3.71077, 0.74018], [1.39802, -4.05895, 2.40267], [2.69751, -0.77836, 3.03351], [2.45543, -2.44946, 3.64325], [-0.69484, 0.33322, 3.67391], [0.91170, 0.73048, 3.01192], [-1.20758, -2.56139, 0.47448], [-2.20401, -2.00984, 1.87321], [1.99966, -0.28346, 0.72980], [1.15725, -1.55947, -0.19155]],
  "lowdin_spin": [0.0190, 0.0511, 0.0013, -0.0014, 0.0306, 0.5197, 0.2646, 1.4569, 0.1391, 0.0187, 0.0247, 0.0038, 0.0061, 0.0003, 0.0007, 0.0016, 0.0057, 0.0300, 0.0019, 0.0013, 0.0022, 0.1144, 0.0051, 0.0242, 0.0082, 0.0046, 0.0010, 0.0187, 0.0007, 0.0065, 0.0018, 0.0007, 0.0011, 0.0002, 0.1270, 0.0195, 0.1403, 0.0116, 0.4153, 0.0147, 0.0920, 0.0198, 0.1535, 0.0338, 0.1397, 0.0010, 0.0043, 0.0011, 0.0008, 0.0020, 0.0009, 0.0092, 0.0025, 0.0033, 0.0112, 0.0199, 0.0113]
}